[1]
Entry from the Open Molecules 2025 dataset: a molecular structure, C13H31BN5Sr (the ωB97M-V functional and the def2-TZVPD basis).

Values from the calculation:
Energy above the lowest of the compared OMol25 structures with the same formula, charge and spin   0.161 eV
LUMO energy   -0.0850 hartree
E_HOMO   -10.18 eV
Max |F|   0.50 eV/Å

Geometry as ORCA input:
```
! RIJCOSX wB97M-V def2-TZVPD def2/J DEFGRID3
* xyz 1 1
Sr 1.70 1.55 -1.31
N -2.54 -1.50 0.98
C -2.38 -2.23 2.26
C -1.55 -1.36 3.22
C -0.09 -1.26 2.80
N 0.01 -0.50 1.50
C 0.55 -2.64 2.65
C -0.22 -3.57 1.70
N -0.02 -3.12 0.32
C -1.71 -3.59 2.06
H -3.25 -0.79 1.08
H -2.84 -2.13 0.25
H -0.76 -0.85 0.88
H -3.35 -2.41 2.73
H -1.58 -1.79 4.22
H -2.00 -0.36 3.30
H 0.48 -0.68 3.54
H 0.91 -0.65 1.03
H -0.13 0.51 1.60
H 0.58 -3.09 3.65
H 1.58 -2.55 2.32
H 0.17 -4.58 1.86
H -0.49 -3.75 -0.32
H 0.96 -3.15 0.08
H -1.82 -4.15 2.99
H -2.26 -4.16 1.30
C 0.20 0.17 -6.13
C 0.61 0.54 -4.79
N 0.94 0.85 -3.74
H 0.67 -0.78 -6.39
H 0.53 0.94 -6.83
H -0.88 0.07 -6.17
B 4.51 0.18 -1.79
C 3.52 -0.49 -0.73
N 2.54 -0.71 -0.15
H 4.13 -0.17 -2.88
H 5.66 -0.02 -1.58
H 4.26 1.38 -1.62
C -1.61 4.50 0.00
C -0.56 3.61 -0.68
C 0.72 4.45 -0.81
C -0.33 2.29 0.06
H -1.80 5.42 -0.55
H -1.26 4.78 1.01
H -2.55 3.97 0.12
H -0.94 3.40 -1.69
H 1.22 4.51 0.16
H 0.50 5.48 -1.10
H 1.47 4.14 -1.55
H -1.27 1.72 0.01
H -0.22 2.57 1.13
*
```

***

[2]
Entry from the Open Molecules 2025 dataset: 3 unconnected molecules or ions with the total composition C13H31BrIO8P2 at a distorted geometry (the ωB97M-V functional and the def2-TZVPD basis).

Values from the calculation:
LUMO energy   0.0877 hartree
E_HOMO   -2.78 eV
Max |F|   5.02 eV/Å

Geometry as ORCA input:
```
! RIJCOSX wB97M-V def2-TZVPD def2/J DEFGRID3
* xyz -1 1
C -0.11 4.75 -0.45
C -0.23 3.26 -0.88
C -0.79 2.34 0.22
I 1.05 0.95 0.76
C -1.90 1.52 -0.16
C -3.26 1.90 0.39
C -3.86 3.23 -0.09
C -5.40 3.16 -0.03
Br -3.39 4.69 1.14
H 0.86 5.18 -0.68
H -0.92 5.31 -0.91
H -0.28 4.81 0.62
H 0.77 2.95 -1.16
H -0.85 3.22 -1.77
H -1.00 2.89 1.14
H -1.93 1.56 -1.25
H -3.94 1.13 0.02
H -3.29 1.84 1.48
H -3.57 3.46 -1.11
H -5.77 2.31 -0.58
H -5.79 4.09 -0.42
H -5.67 3.11 1.02
C 2.06 -4.92 5.34
O 1.10 -4.47 4.39
P 0.45 -3.02 4.71
O 1.53 -2.16 5.19
O -0.52 -3.53 5.92
C -1.12 -4.82 5.89
O -0.69 -2.08 4.09
C -0.55 -1.63 2.70
H 2.15 -6.00 5.21
H 3.03 -4.45 5.16
H 1.74 -4.71 6.36
H -0.60 -5.48 6.60
H -1.09 -5.28 4.91
H -2.15 -4.73 6.21
H -0.54 -2.50 2.04
H 0.36 -1.06 2.57
H -1.40 -1.01 2.46
C 1.36 0.38 -2.71
O 2.36 0.56 -3.75
P 2.24 -0.41 -5.02
O 0.83 -0.54 -5.40
O 2.82 -1.74 -4.29
C 3.82 -1.66 -3.27
O 3.10 -0.72 -6.37
C 3.30 0.37 -7.29
H 1.77 0.84 -1.81
H 0.43 0.88 -2.99
H 1.17 -0.67 -2.52
H 3.35 -1.83 -2.29
H 4.32 -0.70 -3.25
H 4.55 -2.45 -3.45
H 3.85 1.18 -6.82
H 2.34 0.73 -7.66
H 3.88 -0.01 -8.13
*
```

***

[3]
Entry from the Open Molecules 2025 dataset: 6 unconnected molecules or ions with the total composition C13H31FN6O13 at a distorted geometry (the ωB97M-V functional and the def2-TZVPD basis).

Values from the calculation:
LUMO energy   -0.0048 hartree
E_HOMO   -8.21 eV
Max |F|   6.06 eV/Å

Geometry as ORCA input:
```
! RIJCOSX wB97M-V def2-TZVPD def2/J DEFGRID3
* xyz 0 1
C 1.69 -0.52 0.06
C 2.67 0.32 -0.95
C 1.87 1.33 -1.91
O 1.67 2.66 -1.36
N 0.58 2.74 -0.53
C -0.70 2.86 -1.27
C -1.95 3.23 -0.29
O -2.61 1.99 0.10
C -3.58 1.57 -0.88
C -3.84 -0.03 -0.69
C -3.85 -0.76 -2.12
O -4.40 -0.26 -3.14
F -3.24 -2.06 -2.32
H 1.98 -1.63 -0.02
H 1.81 -0.19 1.15
H 0.59 -0.33 -0.22
H 3.56 0.77 -0.40
H 3.12 -0.50 -1.65
H 0.92 0.80 -2.25
H 2.52 1.47 -2.85
H 0.57 2.00 0.18
H -0.67 3.58 -2.16
H -0.96 1.80 -1.67
H -2.73 3.90 -0.79
H -1.53 3.76 0.65
H -3.15 1.67 -1.95
H -4.58 2.12 -0.83
H -4.84 -0.18 -0.15
H -2.99 -0.48 -0.07
C 5.88 -3.09 0.47
N 5.39 -2.05 -0.47
O 6.18 -1.17 -0.79
O 4.24 -2.15 -0.86
H 6.91 -2.88 0.73
H 5.24 -3.06 1.35
H 5.80 -4.05 -0.04
C -2.03 -0.61 3.27
N -0.92 -0.88 2.31
O 0.11 -1.34 2.77
O -1.13 -0.61 1.14
H -1.71 -0.90 4.27
H -2.26 0.45 3.22
H -2.89 -1.21 2.95
C 2.34 4.11 -5.78
N 1.75 2.98 -5.01
O 2.24 1.87 -5.17
O 0.82 3.25 -4.26
H 3.15 3.73 -6.40
H 1.54 4.53 -6.40
H 2.70 4.84 -5.06
C 2.58 -1.67 5.67
N 1.98 -0.71 6.63
O 1.25 0.15 6.18
O 2.28 -0.86 7.81
H 2.23 -1.42 4.66
H 3.66 -1.58 5.74
H 2.25 -2.67 5.95
C -5.11 -3.94 0.07
N -5.68 -2.97 1.04
O -6.42 -2.11 0.60
O -5.37 -3.12 2.21
H -5.47 -3.69 -0.93
H -4.02 -3.85 0.12
H -5.44 -4.94 0.36
*
```

***

[4]
Entry from the Open Molecules 2025 dataset: 2 unconnected molecules or ions with the total composition C13H31NO5P at a distorted geometry (the ωB97M-V functional and the def2-TZVPD basis).

Values from the calculation:
Energy above the lowest of the compared OMol25 structures with the same formula, charge and spin   3.825 eV
LUMO energy   -0.1086 hartree
E_HOMO   -10.53 eV
Max |F|   1.75 eV/Å

Geometry as ORCA input:
```
! RIJCOSX wB97M-V def2-TZVPD def2/J DEFGRID3
* xyz 1 1
C -5.46 -1.52 -2.14
C -4.29 -0.60 -2.46
C -3.29 -1.24 -3.43
O -3.12 -2.64 -3.21
P -1.63 -3.24 -2.77
C -2.07 -3.90 -1.11
C -2.71 -2.86 -0.16
C -1.76 -2.44 0.97
C -2.36 -1.22 1.61
O -3.37 -1.25 2.28
O -1.70 -0.01 1.36
H -5.58 -2.30 -2.89
H -6.39 -0.95 -2.14
H -5.37 -2.00 -1.17
H -4.67 0.30 -2.95
H -3.78 -0.29 -1.55
H -3.70 -1.13 -4.43
H -2.34 -0.70 -3.41
H -0.91 -2.06 -2.39
H -2.82 -4.65 -1.34
H -1.19 -4.36 -0.67
H -3.67 -3.18 0.24
H -2.92 -1.96 -0.73
H -0.79 -2.21 0.55
H -1.68 -3.22 1.73
H -2.32 0.52 0.85
C 4.97 3.57 3.38
O 4.18 4.42 2.55
C 3.96 3.98 1.23
C 2.69 3.15 1.11
N 2.82 1.79 1.74
C 3.77 0.80 1.10
C 3.32 0.36 -0.28
O 2.21 -0.50 -0.22
C 0.93 0.13 -0.23
H 5.57 4.21 4.02
H 4.34 2.95 4.02
H 5.65 2.94 2.79
H 4.84 3.47 0.83
H 3.81 4.88 0.63
H 2.40 3.02 0.07
H 1.88 3.65 1.64
H 1.89 1.36 1.77
H 3.08 1.92 2.72
H 3.79 -0.06 1.77
H 4.76 1.26 1.08
H 4.14 -0.21 -0.71
H 3.13 1.20 -0.96
H 0.97 1.11 -0.72
H 0.54 0.23 0.78
H 0.25 -0.51 -0.78
*
```

***

[5]
Entry from the Open Molecules 2025 dataset: 3 unconnected molecules or ions with the total composition C13H32N3O3S (the ωB97M-V functional and the def2-TZVPD basis).

Values from the calculation:
Energy above the lowest of the compared OMol25 structures with the same formula, charge and spin   0.238 eV
LUMO energy   -0.1197 hartree
E_HOMO   -11.61 eV
Max |F|   0.35 eV/Å

Geometry as ORCA input:
```
! RIJCOSX wB97M-V def2-TZVPD def2/J DEFGRID3
* xyz 1 1
C -3.69 -0.37 4.73
C -3.39 0.84 3.84
C -4.68 1.50 3.35
C -2.46 0.51 2.64
C -2.83 -0.78 1.91
C -1.04 0.52 3.17
O -0.14 -0.10 2.17
S 1.42 -0.08 2.34
C 1.84 -1.37 3.52
N 1.32 -1.14 4.84
H -4.17 -0.04 5.65
H -2.79 -0.93 5.01
H -4.37 -1.07 4.24
H -2.86 1.57 4.46
H -5.44 1.49 4.13
H -5.09 0.99 2.48
H -4.51 2.55 3.07
H -2.57 1.34 1.93
H -2.11 -1.01 1.13
H -3.80 -0.68 1.43
H -2.87 -1.63 2.59
H -0.93 -0.04 4.09
H -0.68 1.54 3.31
H 1.60 0.97 3.18
H 2.93 -1.46 3.40
H 1.39 -2.25 3.06
H 1.65 -1.87 5.47
H 1.66 -0.27 5.23
C 3.27 -1.65 -2.30
C 2.50 -1.57 -1.01
O 3.02 -1.62 0.10
N 1.15 -1.42 -1.10
C 0.29 -1.31 -2.25
H 4.33 -1.77 -2.06
H 2.93 -2.50 -2.89
H 3.13 -0.76 -2.90
H 0.75 -1.45 -0.18
H -0.25 -0.37 -2.25
H -0.44 -2.13 -2.27
H 0.88 -1.35 -3.17
C 1.94 0.67 -7.39
C 1.94 0.54 -5.88
O 1.79 -0.54 -5.34
N 2.10 1.67 -5.15
C 2.30 3.03 -5.63
H 1.80 -0.32 -7.80
H 1.14 1.33 -7.73
H 2.89 1.08 -7.74
H 2.09 1.52 -4.15
H 3.26 3.43 -5.29
H 1.50 3.69 -5.28
H 2.29 3.04 -6.71
*
```

***

The highest max |F| belongs to which entry? C13H31FN6O13

***

Which value of E_HOMO does entry 2 give? -2.78 eV